5 unconnected molecules or ions with the total composition C2H14O4, computed with ωB97M-V/def2-TZVPD.

Energy above the lowest of the compared OMol25 structures with the same formula, charge and spin in eV: 0.560
HOMO energy in eV: -10.980
Orbital gap in eV: 11.22
Max |F| in eV/Å: 1.1
E in Ha: -385.53779
Multiplicity: 1
Structure (SMILES): CC.O.O.O.O
Molar mass in Da: 102.1
Total charge: 0

The geometry in XYZ format:
```
20
Properties=species:S:1:pos:R:3:forces:R:3:mulliken_charge:R:1
C -1.25861 -0.96896 -0.15962 -0.074 0.083 -0.470 -0.4934
C -1.69324 -0.98809 -1.62138 -0.252 -0.957 -0.570 -1.0717
H -1.71880 -1.79093 0.38849 -0.063 0.251 0.202 0.3768
H -1.58006 0.00271 0.19731 -0.059 0.014 0.698 0.2836
H -0.17507 -1.01870 -0.02404 -0.078 -0.171 -0.173 0.0378
H -0.96790 -0.52416 -2.26807 0.170 0.736 -0.220 0.2254
H -1.79272 -1.97680 -2.08500 0.112 -0.185 0.500 0.3247
H -2.68409 -0.54716 -1.76434 0.269 0.250 0.068 0.3363
O 1.39238 1.47430 -0.66005 -0.176 0.211 -0.101 -0.6285
H 0.54158 1.63309 -1.08708 -0.070 -0.102 0.134 0.3344
H 1.97794 2.08543 -1.12295 0.167 -0.110 0.101 0.3013
O 0.60431 -0.26701 3.17320 -0.040 0.122 0.133 -0.6565
H 0.13340 -0.74729 2.48603 0.193 -0.091 -0.095 0.3214
H 1.53397 -0.23156 2.91469 -0.254 -0.068 -0.084 0.3221
O -0.00679 2.64569 2.45414 -0.312 0.645 0.132 -0.6403
H -0.29733 1.80303 2.81620 0.424 -0.227 -0.201 0.3359
H 0.54971 2.48902 1.68857 0.007 -0.433 0.007 0.3143
O 2.15003 -1.18754 -1.79237 0.420 -0.283 0.064 -0.6394
H 1.88347 -0.50487 -1.16629 -0.206 0.183 -0.217 0.2982
H 1.40783 -1.38020 -2.36744 -0.178 0.131 0.092 0.3177
```
Positions in Å, forces in eV/Å.

---

5 unconnected molecules or ions with the total composition C2H14O4S, computed with ωB97M-V/def2-TZVPD.

Energy above the lowest of the compared OMol25 structures with the same formula, charge and spin in eV: 1.028
<S²>: 0.750
HOMO energy (spin up / spin down) in eV: 0.495 / -5.667
Orbital gap (spin up / spin down) in eV: 2.38 / 8.55
Max |F| in eV/Å: 2.8
E in Ha: -783.67224
Multiplicity: 2
Molar mass in Da: 134.2
Total charge: -1

The geometry in XYZ format:
```
21
Properties=species:S:1:pos:R:3:forces:R:3:mulliken_charge:R:1
C 0.57128 -2.19923 3.38594 -1.213 -0.852 0.148 -1.0309
S -0.08936 -2.27325 1.70265 -0.622 -1.214 1.038 -0.1391
C 1.06307 -1.28131 0.87414 0.921 0.846 -2.495 -0.4200
H -0.33125 -2.09525 3.94661 -0.663 -0.256 0.829 0.3026
H 1.12144 -3.04226 3.79840 0.100 -0.296 -0.533 0.2872
H 1.07907 -1.31951 3.64572 0.964 1.402 -0.276 0.4005
H 0.61418 -0.30231 0.61447 0.535 -0.610 0.306 -0.1145
H 1.34408 -1.75065 -0.12987 -0.161 0.584 1.387 0.2934
H 1.93607 -1.17555 1.51396 0.144 0.195 -0.368 0.3479
H 0.53613 1.56003 0.19967 0.141 0.489 0.112 -0.0267
H 0.68252 2.01810 -1.28744 0.697 -0.082 -0.076 0.6722
O 0.08630 1.60117 -0.65254 -1.016 -0.843 -0.744 -1.5467
H -0.73189 3.18341 -0.84247 0.814 2.429 -0.826 0.5386
H 0.25517 4.30521 -1.53605 -0.563 -0.543 0.468 0.3688
O -0.61629 4.19317 -1.09438 -0.374 -1.548 0.462 -0.6962
H -1.12529 -1.34755 -6.00461 -0.725 -0.211 -0.244 0.3685
H -1.25142 -2.65175 -6.75510 -0.600 0.482 0.132 0.3196
O -1.79434 -1.88589 -6.47780 1.326 -0.252 0.137 -0.7194
H 0.21131 3.55126 1.19094 -0.227 0.614 -0.578 0.3543
H 1.48096 2.75233 1.41696 0.665 0.192 -0.132 0.6418
O 0.54966 2.78777 1.65297 -0.142 -0.527 1.252 -1.2021
```
Positions in Å, forces in eV/Å.

---

5 unconnected molecules or ions with the total composition C2H14O4S, computed with ωB97M-V/def2-TZVPD.

Energy above the lowest of the compared OMol25 structures with the same formula, charge and spin in eV: 1.196
HOMO energy in eV: -8.181
Orbital gap in eV: 8.59
Max |F| in eV/Å: 1.4
E in Ha: -783.70933
Multiplicity: 1
Structure (SMILES): CSC.O.O.O.O
Molar mass in Da: 134.2
Total charge: 0

The geometry in XYZ format:
```
21
Properties=species:S:1:pos:R:3:forces:R:3:mulliken_charge:R:1
C -0.86673 -2.96977 0.37184 -0.448 -0.345 0.098 -0.8312
S -1.34455 -1.55639 1.38261 0.262 0.511 -0.574 -0.0601
C -0.40263 -0.34735 0.42675 1.060 0.462 -0.769 -0.4552
H -1.09482 -2.82889 -0.68545 0.237 0.296 0.000 0.2334
H -1.48311 -3.81678 0.66073 0.024 -0.118 0.293 0.3327
H 0.17584 -3.22550 0.53200 0.134 -0.008 -0.168 0.2580
H -0.59537 -0.36880 -0.65053 -0.467 -0.310 0.084 0.1681
H -0.49464 0.69491 0.71529 -0.710 -0.379 0.351 0.2092
H 0.68337 -0.48683 0.46947 -0.074 -0.540 0.322 0.2461
O 3.00879 0.14849 -0.20370 0.019 0.161 -0.008 -0.6390
H 3.33536 -0.62769 0.26300 -0.040 0.026 -0.007 0.3026
H 3.55506 0.87806 0.10879 0.032 -0.057 -0.002 0.3214
O 0.77846 2.64594 -0.06018 0.184 -0.001 -0.080 -0.6212
H 0.59682 3.04254 -0.91873 -0.047 -0.030 0.039 0.3057
H 1.22194 1.81253 -0.26737 -0.048 0.000 0.029 0.2941
O -1.55573 0.74135 -3.15034 -0.345 0.870 0.081 -0.6454
H -0.87899 0.52150 -3.79097 0.018 -0.546 0.162 0.3173
H -1.79913 -0.00297 -2.59800 0.333 -0.303 -0.242 0.3132
O -1.11145 1.59671 2.49585 -0.519 -0.470 0.504 -0.6414
H -0.21870 1.77449 2.79837 -0.060 0.503 -0.182 0.3016
H -1.50976 2.37445 2.10058 0.456 0.277 0.067 0.2904
```
Positions in Å, forces in eV/Å.